Formula: C28H42BrN2OSi3Ti
Source: the OMol25 dataset
Level of theory: ωB97M-V/def2-TZVPD

Computed properties:
- HOMO energy (alpha / beta) (Ha) = -0.3912 / -0.4239
- total charge = +1
- 2S+1 = 3
- frontier orbital gap (alpha / beta) (eV) = 7.01 / 7.69
- electronic energy (eV) = -151535.4478
- ⟨S²⟩ = 2.016
- maximum force (eV/A) = 1.450
- molar mass (g/mol) = 634.7
- ΔE to the lowest compared entry with this formula, charge and spin (kJ/mol) = 21.6

Element x y z (Å)
Ti  0.05186  0.48988  0.64247
C  5.53753  -0.12841  -1.13933
C  4.52276  -0.22157  -0.03979
C  4.87030  -0.64842  1.24787
C  3.91357  -0.75386  2.24298
C  2.64098  -0.39906  1.85882
Br  0.49195  1.63070  2.81580
N  2.24527  0.01023  0.68897
C  3.20095  0.09214  -0.27106
H  6.53708  0.03150  -0.73810
H  5.31736  0.69535  -1.81715
H  5.56228  -1.04746  -1.72615
H  5.90390  -0.89349  1.46210
H  4.14514  -1.08125  3.24436
H  2.86677  0.42002  -1.24869
C  -1.69126  -3.90859  2.31163
Si  -0.34141  -2.64372  1.95658
C  1.10865  -3.58372  1.21695
C  0.21752  -2.00752  3.63004
C  -1.00723  -1.31865  0.76365
Si  -1.13648  -1.97364  -1.00874
C  0.55213  -2.17949  -1.82876
C  -1.97748  -3.63868  -1.20332
C  -2.16674  -0.81384  -2.09329
Si  -2.68710  -0.74650  1.37349
C  -4.19103  -1.72254  0.82128
C  -2.85278  -0.48445  3.21982
C  -2.90736  1.02288  0.68583
C  -4.12650  1.64922  0.45372
C  -4.17180  2.99017  0.11375
C  -2.98577  3.70024  0.01632
C  -1.80068  3.02447  0.23614
N  -1.76134  1.72676  0.54697
H  -1.25729  -4.71347  2.91028
H  -2.12601  -4.35699  1.42141
H  -2.50381  -3.48837  2.90563
H  1.59646  -4.13234  2.02548
H  1.86133  -2.95084  0.74415
H  0.78577  -4.32118  0.48128
H  0.29023  -2.88588  4.27725
H  -0.46238  -1.29963  4.09676
H  1.19906  -1.53011  3.60994
H  1.01579  -3.11937  -1.53205
H  1.27460  -1.38945  -1.61735
H  0.41125  -2.22266  -2.91188
H  -1.40599  -4.46234  -0.77558
H  -2.05193  -3.82760  -2.27786
H  -2.98457  -3.67461  -0.79276
H  -1.99802  0.25548  -1.95748
H  -3.23210  -0.98593  -1.93689
H  -1.96659  -1.05750  -3.14007
H  -4.11781  -2.77288  1.09917
H  -4.39757  -1.67430  -0.24569
H  -5.05355  -1.31494  1.35445
H  -2.75642  -1.39464  3.80818
H  -3.85887  -0.09113  3.38719
H  -2.13343  0.24371  3.59538
H  -5.04371  1.08445  0.54946
H  -5.11992  3.48103  -0.06155
H  -2.96852  4.75367  -0.22228
H  -0.84370  3.53055  0.17414
C  0.30375  1.25378  -3.51042
C  0.65489  1.76613  -2.15539
O  0.37282  1.05862  -1.17611
C  1.31288  3.06554  -1.95899
C  1.36188  3.99064  -3.00648
C  1.94468  5.22992  -2.80378
C  2.49774  5.53903  -1.56953
C  2.46751  4.61828  -0.52763
C  1.87196  3.38583  -0.71714
H  0.30416  0.16598  -3.48797
H  0.96658  1.62351  -4.28718
H  -0.71606  1.57193  -3.74704
H  0.93263  3.75808  -3.96976
H  1.96984  5.94938  -3.60988
H  2.95862  6.50538  -1.41723
H  2.90412  4.86191  0.43091
H  1.85870  2.68467  0.10976

Atom charges from the Löwdin analysis, given in e for atoms 1 to 2: number 1, Ti, carries 0.5846; number 2, C, carries -0.0324



Formula: C28H38CsN10OSe4
Source: the OMol25 dataset
Level of theory: ωB97M-V/def2-TZVPD

Computed properties:
- HOMO energy (Ha) = -0.1014
- total charge = -1
- frontier orbital gap (eV) = 4.51
- electronic energy (eV) = -308540.1061
- maximum force (eV/A) = 1.037
- molar mass (g/mol) = 979.4
- ΔE to the lowest compared entry with this formula, charge and spin (kJ/mol) = 148.0

Element x y z (Å)
Cs  0.49657  1.04597  1.08873
C  -3.73101  -0.45382  -1.27216
N  -2.86371  0.64384  -1.67545
C  -3.57348  1.90167  -1.48495
C  -2.64692  3.05010  -1.29169
N  -1.36311  3.00107  -1.08079
C  -0.98856  4.31502  -0.81002
C  0.24780  4.82858  -0.42963
C  0.32976  6.18157  -0.15405
C  -0.79282  7.01448  -0.24311
C  -2.03289  6.51541  -0.60437
C  -2.10306  5.15618  -0.87855
N  -3.14853  4.32173  -1.22349
C  -3.01009  -1.75298  -1.28449
N  -1.89428  -2.00153  -0.66335
C  -1.65819  -3.35128  -0.86746
C  -0.63178  -4.15795  -0.38951
C  -0.63644  -5.49912  -0.73209
C  -1.64829  -6.04256  -1.53659
C  -2.68841  -5.25858  -2.00829
C  -2.67515  -3.91540  -1.65286
N  -3.52686  -2.86177  -1.91074
H  -4.58333  -0.49858  -1.95826
H  -4.12644  -0.29118  -0.25731
H  -2.03494  0.65918  -1.09298
H  -4.21301  1.86467  -0.58819
H  -4.21499  2.09745  -2.35260
H  1.10972  4.18210  -0.30962
H  1.27339  6.59908  0.17274
H  -0.69458  8.06444  0.00247
H  -2.91026  7.14953  -0.63896
H  -4.12608  4.54956  -1.18461
H  0.12692  -3.73163  0.25374
H  0.14976  -6.14850  -0.36478
H  -1.62160  -7.09635  -1.78411
H  -3.47887  -5.67886  -2.61784
H  -4.38128  -2.88236  -2.43744
N  3.51565  0.85368  2.50990
C  4.24012  2.01098  1.95822
C  4.54741  1.81816  0.47831
N  3.38290  2.12832  -0.33809
C  3.55583  1.85369  -1.75738
C  2.29877  2.23137  -2.52533
N  1.19840  1.32316  -2.19321
H  4.16269  0.10676  2.72947
H  3.04062  1.11280  3.36965
H  3.59870  2.88843  2.06454
H  5.17268  2.22169  2.49324
H  5.35707  2.49206  0.18336
H  4.90127  0.78587  0.32054
H  2.60774  1.57356  -0.00495
H  4.39828  2.44996  -2.12072
H  3.79281  0.79348  -1.94499
H  2.01139  3.24036  -2.22561
H  2.52522  2.26433  -3.59826
H  0.28956  1.75029  -2.33753
H  1.24975  0.47676  -2.74527
C  2.89501  -3.42840  -1.39986
C  2.74202  -2.61727  -0.13224
O  2.91453  -1.41353  -0.10778
N  2.41541  -3.34897  0.97524
C  2.01169  -2.74374  2.24316
C  0.53236  -2.91739  2.50368
C  0.01128  -4.14412  2.89575
C  -1.36200  -4.26461  3.05220
C  -2.16090  -3.15657  2.82992
C  -1.55527  -1.96339  2.45949
N  -0.23507  -1.84891  2.29876
H  3.29724  -2.78641  -2.17784
H  1.92281  -3.80886  -1.71966
H  3.56326  -4.27709  -1.24371
H  2.18784  -4.31999  0.83723
H  2.24119  -1.68249  2.17601
H  2.59572  -3.18354  3.05381
H  0.66947  -4.98733  3.07741
H  -1.80036  -5.20938  3.34983
H  -3.23560  -3.19936  2.94789
H  -2.15593  -1.06921  2.29355
Se  -4.11858  0.91889  2.05545
Se  -3.21377  3.08338  2.09460
Se  -1.99824  3.36307  4.05028
Se  0.25406  3.11033  3.53357

Atom charges from the Löwdin analysis, given in e for atoms 1 to 2: number 1, Cs, carries 0.6804; number 2, C, carries -0.1932



Formula: C4H13N2O2
Source: the OMol25 dataset
Level of theory: ωB97M-V/def2-TZVPD

Computed properties:
- HOMO energy (Ha) = -0.1193
- total charge = -1
- frontier orbital gap (eV) = 7.14
- electronic energy (eV) = -11431.1575
- maximum force (eV/A) = 6.874
- molar mass (g/mol) = 121.2
- ΔE to the lowest compared entry with this formula, charge and spin (kJ/mol) = 345.4

Element x y z (Å)
N  -0.88089  -1.15078  -3.01034
C  -1.54539  -0.47705  -1.84830
C  -0.70115  0.12973  -0.79616
N  -0.56598  -0.88745  0.23874
C  -0.55239  -0.47018  1.68150
C  0.45355  0.71571  1.98085
O  1.13362  1.00447  0.87740
H  -0.36027  -2.06990  -2.84501
H  -0.43854  -0.34334  -3.54504
H  -2.47297  0.16729  -2.38592
H  -2.37317  -1.17737  -1.18430
H  -1.10447  1.16708  -0.38841
H  0.15008  0.40037  -1.35176
H  0.26538  -1.37549  -0.11995
H  -0.19868  -1.29972  2.24757
H  -1.62356  -0.04760  1.95703
H  0.07021  1.62029  2.24237
H  1.06488  0.24522  2.88980
H  3.66578  0.71128  1.24127
H  2.50772  1.48871  0.91443
O  3.50626  1.64872  1.20423

Atom charges from the Löwdin analysis, given in e for atoms 1 to 2: number 1, N, carries -0.0741; number 2, C, carries -0.3631



Formula: C21H30ClN3O2
Source: the OMol25 dataset
Level of theory: ωB97M-V/def2-TZVPD

Computed properties:
- SMILES = Cc1ccc(CC(=O)NCC(C)(C)NC(=O)[C@H]2CCN3CC[C@H]2C3)c(Cl)c1
- HOMO energy (Ha) = -0.3181
- frontier orbital gap (eV) = 9.18
- electronic energy (eV) = -43353.7446
- maximum force (eV/A) = 0.131
- molar mass (g/mol) = 391.9
- ΔE to the lowest compared entry with this formula, charge and spin (kJ/mol) = 28.5

Element x y z (Å)
C  3.98122  -1.48293  0.49216
C  3.13263  -0.44444  1.17176
C  3.28253  0.90772  0.87086
C  2.50697  1.86460  1.50238
C  1.55303  1.52118  2.45991
C  0.75183  2.57261  3.17338
C  -0.70978  2.73339  2.76883
O  -1.49282  3.31177  3.49878
N  -1.04810  2.26178  1.54133
C  -2.39451  2.36055  1.02925
C  -2.99933  0.99414  0.68322
C  -3.07933  0.10929  1.91937
C  -4.40467  1.22468  0.12674
N  -2.18921  0.41614  -0.40749
C  -1.46767  -0.74126  -0.46607
O  -1.20004  -1.43297  0.49761
C  -1.02910  -1.10523  -1.89268
C  -0.20722  -0.00352  -2.59293
C  1.27128  -0.04947  -2.19148
N  1.84752  -1.39807  -2.22025
C  1.57520  -2.07887  -3.49719
C  0.18445  -2.76658  -3.35743
C  -0.24806  -2.42546  -1.91981
C  1.11659  -2.22649  -1.25368
C  1.40293  0.16564  2.73438
Cl  0.23878  -0.34350  3.92054
C  2.17190  -0.80309  2.10819
H  3.75742  -1.51534  -0.57644
H  5.04129  -1.25270  0.60979
H  3.79991  -2.47245  0.91053
H  4.02136  1.21184  0.13861
H  2.65024  2.91303  1.26668
H  0.74194  2.39598  4.24826
H  1.21313  3.55013  3.01673
H  -0.37318  1.71786  1.02677
H  -2.99200  2.84987  1.79734
H  -2.40985  2.99323  0.13441
H  -3.73829  0.60076  2.63753
H  -3.48992  -0.86878  1.67403
H  -2.10903  -0.04279  2.38093
H  -5.03111  1.71620  0.87163
H  -4.37993  1.86029  -0.76292
H  -4.86600  0.27355  -0.14043
H  -2.37603  0.83960  -1.30328
H  -1.95965  -1.24162  -2.45680
H  -0.29011  -0.14801  -3.67274
H  -0.60499  0.99382  -2.39245
H  1.85129  0.59801  -2.85337
H  1.40108  0.33263  -1.17457
H  1.62347  -1.36836  -4.32313
H  2.35217  -2.82661  -3.66291
H  -0.53263  -2.41658  -4.10253
H  0.27752  -3.84609  -3.47890
H  -0.83440  -3.21480  -1.45256
H  1.63093  -3.18576  -1.14103
H  1.06395  -1.74503  -0.28076
H  2.01435  -1.84352  2.36191

Atom charges from the Löwdin analysis, given in e for atoms 1 to 2: number 1, C, carries -0.0453; number 2, C, carries -0.2798



Formula: C4H12
Source: the OMol25 dataset
Level of theory: ωB97M-V/def2-TZVPD

Computed properties:
- SMILES = CC.CC
- HOMO energy (Ha) = -0.4261
- frontier orbital gap (eV) = 12.72
- electronic energy (eV) = -4342.3008
- maximum force (eV/A) = 0.856
- molar mass (g/mol) = 60.1
- ΔE to the lowest compared entry with this formula, charge and spin (kJ/mol) = 21.9

Element x y z (Å)
C  -1.54573  -0.35033  0.92290
C  -1.57781  0.10428  2.38454
H  -0.72563  -1.04594  0.75902
H  -2.49852  -0.79680  0.64647
H  -1.40140  0.48563  0.23182
H  -2.58358  0.26937  2.77667
H  -1.10213  1.07949  2.53535
H  -1.05708  -0.57469  3.05027
C  0.89934  -0.09407  -1.98885
C  2.25207  0.23315  -1.38566
H  0.92557  -0.47213  -3.01049
H  0.32437  -0.69427  -1.29513
H  0.30533  0.81153  -2.11254
H  2.10522  0.82397  -0.48051
H  2.88548  0.86147  -2.01494
H  2.79450  -0.64066  -1.01892

Atom charges from the Löwdin analysis, given in e for atoms 1 to 2: number 1, C, carries -0.1692; number 2, C, carries -0.1711



Formula: C32H27ILiN5O8S
Source: the OMol25 dataset
Level of theory: ωB97M-V/def2-TZVPD

Computed properties:
- HOMO energy (Ha) = -0.1003
- total charge = -2
- frontier orbital gap (eV) = 5.95
- electronic energy (eV) = -76599.5290
- maximum force (eV/A) = 0.188
- molar mass (g/mol) = 775.5
- ΔE to the lowest compared entry with this formula, charge and spin (kJ/mol) = 5.7

Element x y z (Å)
Li  -0.68724  0.94353  -2.20544
C  1.38503  -2.91570  -1.03299
C  1.97457  -2.61784  0.18372
C  1.77417  -1.36512  0.74289
C  0.99912  -0.44289  0.05110
N  0.44626  -0.71825  -1.13178
C  0.62889  -1.92817  -1.65074
C  0.71397  0.92684  0.56754
C  1.47865  1.56534  1.53724
C  1.14436  2.86524  1.88332
C  0.07642  3.49211  1.26481
C  -0.64026  2.77680  0.31057
N  -0.32270  1.52992  -0.00658
C  -1.79477  3.33010  -0.45735
C  -2.51153  4.44365  -0.03869
C  -3.58569  4.86518  -0.80623
C  -3.91028  4.16348  -1.95378
C  -3.14074  3.05703  -2.29431
N  -2.10928  2.65548  -1.56284
H  1.50420  -3.90070  -1.46647
H  2.56581  -3.37070  0.69052
H  2.19459  -1.11976  1.70954
H  0.13166  -2.10385  -2.59881
H  2.34190  1.08078  1.97236
H  1.74147  3.40137  2.61071
H  -0.16022  4.52417  1.48077
H  -2.24730  4.96113  0.87344
H  -4.16767  5.72697  -0.50246
H  -4.74757  4.45168  -2.57474
H  -3.36523  2.45520  -3.16960
C  1.37871  -5.10384  2.64901
C  0.12495  -4.33053  2.35440
C  -0.29552  -3.30506  3.20183
C  -1.48336  -2.63502  2.97775
C  -2.26831  -2.98475  1.88439
C  -1.85425  -3.97893  1.01089
C  -0.65868  -4.64618  1.24828
S  -3.81573  -2.15368  1.66116
O  -4.59934  -2.94511  0.75755
O  -4.30838  -1.82326  2.97374
N  -3.49892  -0.72975  0.93689
C  -2.89035  -0.69213  -0.41349
C  -3.91611  -0.66930  -1.53243
C  -3.31663  -0.18064  -2.86746
O  -4.11928  0.15503  -3.75126
O  -2.05236  -0.12283  -2.92382
H  2.14748  -4.45973  3.08126
H  1.77279  -5.59522  1.75761
H  1.16714  -5.89006  3.37975
H  0.31545  -3.04105  4.05844
H  -1.82456  -1.86643  3.65947
H  -2.47814  -4.23478  0.16462
H  -0.31620  -5.41851  0.56746
H  -3.06777  -0.10292  1.60307
H  -2.17580  -1.50963  -0.53893
H  -2.30416  0.22337  -0.44687
H  -4.73192  0.00634  -1.26748
H  -4.36389  -1.65296  -1.68322
I  2.59882  -6.90889  -0.72341
O  1.09315  4.15770  -1.90787
C  1.40539  2.98061  -2.14643
O  0.74325  2.10754  -2.75960
C  2.76446  2.52375  -1.58719
C  3.51199  3.40189  -0.80719
C  4.70672  3.00234  -0.23842
C  5.14433  1.70619  -0.46979
C  4.43057  0.81094  -1.25016
C  3.23393  1.23382  -1.80881
N  6.41405  1.27618  0.13005
O  7.00405  2.06515  0.85113
O  6.82159  0.15926  -0.12334
H  3.11574  4.39705  -0.65496
H  5.29917  3.66426  0.37563
H  4.80558  -0.19148  -1.39745
H  2.62982  0.56819  -2.41046

Atom charges from the Löwdin analysis, given in e for atoms 1 to 2: number 1, Li, carries 0.5912; number 2, C, carries -0.0477



> What is the formula in the fifth record?

C4H12



> Which of these has the highest ΔE to the lowest compared entry with this formula, charge and spin?

C4H13N2O2